No. 1
90
Properties=species:S:1:pos:R:3:forces:R:3:lowdin_spin:R:1 method="wB97M-V/def2-TZVPD" s2=3.788 e_above_lowest_kcal_mol=14.2 orbital_gap_ev="7.51 / 5.57" charge=+3 fmax_ha_per_bohr=0.0134 spin_multiplicity=4 e_homo_ha="-0.578 / -0.575"
Re 0.5800 1.4920 0.5130 -0.6 0.3 0.1 1.69
C -0.0982 2.5986 5.8960 0.0 0.0 0.0 0.00
N -0.2628 1.7130 4.7350 0.0 0.0 0.0 0.01
C -0.9334 0.4232 4.9354 0.0 0.0 0.0 0.00
C 0.0902 2.0856 3.5098 -0.1 0.1 0.0 0.01
N -0.1209 1.3432 2.4368 0.1 -0.1 0.0 0.04
N 0.6943 3.3245 3.3977 0.0 0.0 0.0 0.01
C 1.2171 3.9438 2.2868 0.0 0.0 0.0 0.02
N 1.7170 5.1650 2.5094 0.0 0.0 0.0 0.02
N 1.2119 3.3822 1.1075 0.0 0.0 0.0 0.03
H -0.4160 2.0636 6.7836 0.0 0.0 0.0 0.00
H -0.7214 3.4912 5.8091 0.0 0.0 0.0 0.00
H 0.9496 2.8672 6.0442 0.0 0.0 0.0 0.00
H -0.9252 0.1927 5.9950 0.0 0.0 0.0 0.00
H -0.3930 -0.3760 4.4270 0.0 0.0 0.0 0.00
H -1.9680 0.4562 4.5902 0.0 0.0 0.0 0.00
H -0.6335 0.4950 2.6488 0.0 0.0 0.0 0.01
H 0.7833 3.8367 4.2605 0.0 0.0 0.0 0.00
H 1.6868 5.6112 3.4112 0.0 0.0 0.0 0.00
H 2.1319 5.6965 1.7624 0.0 0.0 0.0 0.00
H 1.6097 3.9910 0.4015 0.0 0.0 0.0 0.00
C -1.8059 -6.1718 -1.6365 0.0 0.0 0.0 0.01
C -2.1312 -5.5713 -0.2566 0.0 0.0 0.0 0.03
C -1.4830 -6.4371 0.8458 0.0 0.0 0.0 0.02
C -3.6478 -5.5617 -0.0611 0.0 0.0 0.0 0.00
C -1.5281 -4.1913 -0.1491 0.0 0.0 0.0 0.20
C -2.2731 -3.0793 0.2923 0.0 0.0 0.0 0.04
C -1.6730 -1.8617 0.3908 -0.1 0.0 0.0 0.12
Br -2.7048 -0.4131 1.0170 0.1 -0.1 0.0 0.02
C -0.2934 -1.6398 0.0433 0.0 0.0 0.2 0.15
O 0.2277 -0.4778 0.1690 -0.1 -0.1 -0.2 0.29
C 0.4777 -2.7840 -0.4090 0.0 0.0 0.0 0.09
C -0.1644 -3.9908 -0.4682 0.0 0.0 0.0 0.01
C 1.9242 -2.6424 -0.8774 0.0 0.0 0.0 0.01
C 2.5846 -4.0106 -1.0820 0.0 0.0 0.0 0.00
C 1.8965 -1.9284 -2.2387 0.0 0.0 0.0 0.01
C 2.7831 -1.8743 0.1425 0.0 0.0 0.0 0.00
H -2.3101 -7.1333 -1.7271 0.0 0.0 0.0 0.00
H -0.7401 -6.3531 -1.7732 0.0 0.0 0.0 0.00
H -2.1591 -5.5310 -2.4458 0.0 0.0 0.0 0.00
H -1.8959 -7.4443 0.7868 0.0 0.0 0.0 0.00
H -1.6956 -6.0408 1.8395 0.0 0.0 0.0 0.00
H -0.4019 -6.5098 0.7220 0.0 0.0 0.0 0.00
H -4.0305 -6.5712 -0.2020 0.0 0.0 0.0 0.00
H -4.1491 -4.9177 -0.7866 0.0 0.0 0.0 0.00
H -3.9324 -5.2517 0.9461 0.0 0.0 0.0 0.00
H -3.3136 -3.1873 0.5603 0.0 0.0 0.0 0.00
H 0.3938 -4.8546 -0.7927 0.0 0.0 0.0 0.00
H 2.1107 -4.5856 -1.8783 0.0 0.0 0.0 0.00
H 2.5855 -4.6055 -0.1675 0.0 0.0 0.0 0.00
H 3.6228 -3.8583 -1.3760 0.0 0.0 0.0 0.00
H 1.3133 -2.5051 -2.9583 0.0 0.0 0.0 0.00
H 2.9108 -1.8460 -2.6343 0.0 0.0 0.0 0.00
H 1.4581 -0.9349 -2.1680 0.0 0.1 0.0 0.00
H 2.6999 -2.3169 1.1367 0.0 0.0 0.0 0.00
H 2.5200 -0.8188 0.2127 0.0 -0.1 0.0 0.00
H 3.8325 -1.9420 -0.1490 0.0 0.0 0.0 0.00
C 4.1275 2.7684 -3.4130 0.0 0.0 0.0 0.00
N 3.8850 1.6646 -2.4638 0.0 0.1 0.0 0.04
C 4.9386 0.6421 -2.3161 0.0 0.0 0.0 0.00
C 2.8342 1.6431 -1.7258 -0.1 -0.1 -0.1 0.06
N 1.8636 1.6007 -1.0769 0.3 -0.1 -0.1 0.03
H 4.9399 3.3949 -3.0484 0.0 0.0 0.0 0.00
H 3.2232 3.3594 -3.5298 0.0 0.0 0.0 0.00
H 4.3998 2.3391 -4.3750 0.0 0.0 0.0 0.00
H 5.8646 1.1294 -2.0157 0.0 0.0 0.0 0.00
H 5.0807 0.1406 -3.2717 0.0 0.0 0.0 0.00
H 4.6423 -0.0807 -1.5608 0.0 0.0 0.0 0.00
C -2.2904 4.1800 0.9511 0.0 0.0 0.0 0.00
C -2.5711 3.0418 -0.0286 0.0 0.0 0.1 0.00
P -1.0977 2.4610 -0.9210 0.4 -0.1 0.2 0.01
C -0.4571 3.9133 -1.8138 -0.1 0.0 0.0 0.00
C -1.4509 4.5406 -2.7949 0.0 0.0 0.0 0.00
C -1.6016 1.2435 -2.1886 -0.1 0.0 0.0 0.00
C -3.0840 1.2675 -2.5710 0.0 0.0 0.0 0.00
H -3.1891 4.3993 1.5253 0.0 0.0 0.0 0.00
H -2.0029 5.0965 0.4361 0.0 0.0 0.0 0.00
H -1.5005 3.9160 1.6562 0.0 0.0 0.0 0.00
H -3.2853 3.3578 -0.7919 0.0 0.0 0.0 0.00
H -3.0153 2.1854 0.4785 0.0 0.1 0.0 0.00
H 0.4416 3.5789 -2.3373 0.0 0.0 0.0 0.00
H -0.1450 4.6451 -1.0648 0.0 0.0 0.0 0.00
H -1.7604 3.8326 -3.5628 0.0 0.0 0.0 0.00
H -0.9871 5.3864 -3.3000 0.0 0.0 0.0 0.00
H -2.3417 4.9131 -2.2897 0.0 0.0 0.0 0.00
H -1.3180 0.2561 -1.8217 0.0 0.0 0.0 0.00
H -0.9707 1.4478 -3.0584 0.0 0.0 0.0 0.00
H -3.7195 1.0075 -1.7248 0.0 0.0 0.0 0.00
H -3.2634 0.5364 -3.3578 0.0 0.0 0.0 0.00
H -3.3969 2.2387 -2.9511 0.0 0.0 0.0 0.00

No. 2
9
Properties=species:S:1:pos:R:3:forces:R:3:mulliken_charge:R:1 method="wB97M-V/def2-TZVPD" e_above_lowest_kcal_mol=57.2 orbital_gap_ev=10.32 fmax_ha_per_bohr=0.0231 e_homo_ha=-0.359
O 2.1426 -0.9603 0.6696 -0.5 0.2 -0.2 -0.51
C 1.0474 -0.5132 0.5012 0.2 -0.2 0.0 0.49
N 0.6830 0.8371 0.2561 0.0 0.3 0.3 0.03
C -0.6300 1.1095 0.2783 0.5 0.1 0.4 -0.49
C -1.1497 -0.2550 0.2413 -0.3 0.3 -0.4 0.02
O -0.1189 -1.1971 0.5169 0.2 0.1 -0.3 -0.32
H 1.3994 1.5307 0.0972 0.0 0.0 0.2 0.18
H -1.2631 0.0304 -0.8512 -0.2 -1.1 -0.2 0.19
H -2.1140 -0.6131 0.5886 0.2 0.4 0.3 0.41

No. 3
67
Properties=species:S:1:pos:R:3:forces:R:3:lowdin_spin:R:1 method="wB97M-V/def2-TZVPD" s2=0.786 orbital_gap_ev="4.88 / 7.52" charge=-1 fmax_ha_per_bohr=0.0126 spin_multiplicity=2 e_homo_ha="-0.100 / -0.197"
Hg -0.1986 0.0894 0.1258 0.4 -0.4 0.2 0.00
O 1.8577 -0.5526 0.1259 -0.2 0.0 0.0 0.20
C 2.5180 -0.3094 1.2368 -0.1 0.1 0.1 0.31
C 2.0692 -0.0920 2.5631 -0.1 -0.2 -0.1 0.04
C 3.0783 0.1626 3.5195 0.1 0.0 0.1 0.15
C 2.7915 0.3707 4.8553 0.2 -0.1 0.1 0.01
C 1.4910 0.3271 5.3384 -0.1 -0.1 0.0 0.13
C 0.4724 0.0837 4.4274 0.1 0.0 0.1 0.02
C 0.6936 -0.1039 3.0556 0.1 0.1 -0.1 0.07
O -0.3554 -0.2530 2.2879 0.0 0.0 -0.1 0.06
N 3.8832 0.6498 5.7789 -0.1 -0.1 -0.1 -0.01
O 3.6118 0.8634 6.9528 0.0 0.0 0.0 0.00
O 5.0266 0.6648 5.3470 0.0 0.0 0.0 -0.02
H 3.6026 -0.2855 1.1076 0.0 0.0 0.0 0.02
H 4.1105 0.1934 3.1983 0.0 0.0 0.0 0.01
H 1.2964 0.4788 6.3893 0.0 0.0 0.0 0.01
H -0.5591 0.0506 4.7554 0.0 0.0 0.0 0.00
F -1.8130 -3.2437 -2.5090 0.0 0.0 0.0 0.00
C -1.6574 -2.0076 -2.9839 -0.1 0.0 0.1 0.00
F -0.4026 -1.6269 -2.7631 0.0 0.0 0.0 0.00
F -1.8836 -2.0247 -4.2928 0.0 0.0 0.0 0.00
S -2.8565 -0.8682 -2.1203 0.0 0.1 -0.1 0.00
O -2.0848 -0.3907 -0.9763 -0.2 0.0 0.1 0.00
O -3.9927 -1.6777 -1.8330 0.0 0.0 0.0 0.00
N -3.2138 0.2559 -3.1343 0.2 0.0 0.1 0.00
S -2.2526 1.5058 -3.3638 0.1 0.0 0.3 0.00
O -0.9550 1.1517 -3.8651 -0.1 0.0 0.0 0.00
O -2.3370 2.4991 -2.3289 0.0 0.0 -0.1 0.00
C -3.1683 2.2391 -4.7774 0.0 0.1 0.0 0.00
F -4.4292 2.5152 -4.4488 0.0 0.0 0.0 0.00
F -2.5600 3.3847 -5.1121 0.0 0.0 0.0 0.00
F -3.1656 1.4375 -5.8382 0.0 0.0 0.0 0.00
O 0.0590 2.3409 0.1735 -0.3 0.1 -0.2 0.00
P 0.1180 3.8307 0.2262 0.3 -0.2 0.4 0.00
C 1.1614 4.2757 1.6226 0.1 0.0 0.0 0.00
C 1.4153 3.2672 2.5511 0.0 0.0 -0.1 0.00
C 2.1961 3.5326 3.6671 0.0 0.1 0.1 0.00
C 2.7175 4.8040 3.8565 0.0 0.0 0.0 0.00
C 2.4649 5.8125 2.9331 0.0 0.0 0.0 0.00
C 1.6886 5.5506 1.8152 0.0 0.0 0.0 0.00
C -1.4879 4.5742 0.5274 -0.1 0.1 -0.1 0.00
C -1.7196 5.9327 0.3215 0.0 0.0 0.1 0.00
C -2.9639 6.4722 0.6073 0.0 0.0 0.0 0.00
C -3.9749 5.6557 1.0972 0.0 0.0 0.0 0.00
C -3.7437 4.3046 1.3088 0.0 0.0 0.0 0.00
C -2.4999 3.7611 1.0268 0.0 0.0 -0.1 0.00
C 0.8239 4.5590 -1.2527 -0.1 0.1 -0.1 0.00
C 2.2094 4.5477 -1.4147 0.0 0.0 0.0 0.00
C 2.7678 4.9459 -2.6182 0.0 0.0 0.0 0.00
C 1.9470 5.3495 -3.6628 0.0 0.0 0.0 0.00
C 0.5687 5.3598 -3.5068 0.0 0.0 0.0 0.00
C 0.0039 4.9656 -2.3038 0.1 0.0 0.0 0.00
H 1.0246 2.2706 2.3869 0.0 0.2 0.0 0.00
H 2.4009 2.7376 4.3733 -0.1 0.1 -0.1 0.00
H 3.3309 5.0105 4.7243 0.0 0.0 0.0 0.00
H 2.8825 6.8003 3.0812 0.0 0.0 0.0 0.00
H 1.5052 6.3333 1.0877 0.0 0.0 0.0 0.00
H -0.9310 6.5640 -0.0702 0.0 0.0 0.0 0.00
H -3.1462 7.5267 0.4451 0.0 0.0 0.0 0.00
H -4.9493 6.0757 1.3120 0.0 0.0 0.0 0.00
H -4.5375 3.6706 1.6809 0.0 0.0 0.0 0.00
H -2.3104 2.7063 1.1800 0.0 0.0 0.0 0.00
H 2.8452 4.2154 -0.6033 0.0 0.0 0.0 0.00
H 3.8424 4.9305 -2.7456 0.0 0.0 0.0 0.00
H 2.3855 5.6483 -4.6065 0.0 0.0 0.0 0.00
H -0.0715 5.6571 -4.3269 0.0 0.0 0.0 0.00
H -1.0700 4.9509 -2.1877 -0.1 -0.1 0.0 0.00

No. 4
24
Properties=species:S:1:pos:R:3:forces:R:3:mulliken_charge:R:1 method="wB97M-V/def2-TZVPD" e_above_lowest_kcal_mol=91.8 orbital_gap_ev=9.37 fmax_ha_per_bohr=0.0892 e_homo_ha=-0.316
C 0.6031 -0.4747 1.6342 1.7 3.0 -3.0 -0.84
C 1.9804 0.1043 1.9801 -2.5 3.7 0.6 -1.00
C 0.3998 -0.8778 -3.6606 -2.9 1.4 -1.4 -1.20
C -1.3029 2.1676 2.7930 -1.2 -4.1 0.3 -0.73
C -0.6079 -1.9427 -3.3399 0.9 -2.9 -1.6 0.15
C -1.3984 -2.1193 -2.2799 -0.3 -2.0 -2.0 -0.55
N -0.6343 2.0210 1.5546 0.3 0.4 -0.6 -0.21
O 0.4825 1.1824 -0.4048 0.7 0.4 -1.7 -0.62
S -0.4883 0.6795 0.5469 0.6 -0.8 2.0 0.44
H 0.1108 -0.7148 2.4653 -2.2 -1.0 3.4 0.55
H 1.7382 1.0519 2.6367 0.9 -2.0 -0.5 0.19
H 2.4617 -0.7040 2.4613 1.2 -0.3 0.7 0.39
H 2.4956 0.6005 1.1555 0.1 -0.8 -0.3 0.30
H 0.2921 0.0439 -3.1676 -1.0 1.2 1.4 0.36
H 1.3598 -1.0452 -3.4038 3.3 -1.6 0.6 0.35
H 0.3918 -0.4738 -4.6904 -0.1 -1.0 0.0 0.31
H -1.2575 3.1472 3.2102 0.4 0.5 0.3 0.33
H -2.3711 1.8429 2.6848 0.4 0.7 0.2 0.24
H -0.8586 1.3078 3.3822 -0.5 1.5 0.7 0.21
H -0.4946 -2.8738 -4.0809 -0.6 2.1 1.5 0.16
H 0.8381 -1.3405 1.1021 -0.5 -1.5 -1.4 0.46
H -2.0573 -3.0443 -2.1967 1.1 1.4 0.0 0.21
H -1.4104 -1.3910 -1.5471 -0.4 1.4 1.6 0.24
H -0.2727 2.8530 1.1650 0.6 0.5 -0.9 0.26

No. 5
11
Properties=species:S:1:pos:R:3:forces:R:3:mulliken_charge:R:1 method="wB97M-V/def2-TZVPD" e_above_lowest_kcal_mol=108.8 orbital_gap_ev=10.12 fmax_ha_per_bohr=0.2129 e_homo_ha=-0.346
C -1.3723 -0.2772 0.4155 -0.6 2.1 7.6 -0.66
C -0.1422 -1.1345 1.0543 -1.6 -0.4 -1.0 -0.47
C 0.7674 -0.2414 0.1450 -2.3 -3.4 -1.0 0.47
H -0.2345 1.4859 -1.8258 0.0 -0.7 -0.6 0.33
H -2.1962 -0.5396 -0.0349 -4.0 -3.1 -2.7 0.31
H -1.8828 0.6004 1.0359 1.3 -1.5 0.2 0.23
H -0.2796 -2.2071 0.8970 0.6 0.2 0.1 0.27
H -0.0343 -0.8502 2.0442 0.1 0.1 2.2 0.28
N -0.4374 0.2143 -0.3281 7.7 4.8 -6.1 0.25
O -0.3517 1.4968 -0.8800 -1.4 1.0 0.7 -0.45
O 1.8732 -0.2557 -0.3086 0.2 0.9 0.8 -0.56

No. 6
9
Properties=species:S:1:pos:R:3:forces:R:3:mulliken_charge:R:1 method="wB97M-V/def2-TZVPD" e_above_lowest_kcal_mol=49.0 orbital_gap_ev=8.82 fmax_ha_per_bohr=0.0783 e_homo_ha=-0.365
N -0.1128 1.0108 -0.7902 1.6 -0.3 -0.2 -0.32
O 1.3208 -1.0458 -0.6081 -0.8 0.2 0.0 -0.47
O -0.8983 -1.0089 -1.8235 -0.1 -0.5 0.8 -0.50
O 0.2784 -0.0833 1.8004 -2.1 3.4 -0.8 -0.29
O -0.8116 -0.7901 1.3226 1.6 -0.2 -3.1 -0.34
S -0.0259 -0.5897 -0.7722 0.0 0.2 2.0 1.12
H -0.9979 1.3162 -0.9460 -3.4 0.6 -0.9 0.23
H 0.3794 1.8022 -0.4410 1.5 -0.6 0.9 0.25
H 0.8679 -0.6114 2.2580 1.6 -2.7 1.2 0.32